Entry from OMol25: a 11-piece molecular cluster, C42H71Br20F3NO5P overall at a distorted geometry (ωB97M-V/def2-TZVPD).

The LUMO energy is -0.18 eV. The orbital gap comes out at 8.16 eV. For the largest force on an atom, the calculation gives 2.7 eV/A. Its structure (SMILES) is CCC[C@@]1(Cc2ccccc2C)[C@@H](CCCO)C(=O)N[C@]1(CCC(F)=C(F)F)P(=O)(O)O.BrCCBr.BrCCBr.BrCCBr.BrCCBr.BrCCBr.BrCCBr.BrCCBr.BrCCBr.BrCCBr.BrCCBr.

Each atom is followed by the atoms it is bonded to, with distances in Å.
Geometry (Å):
1 H 4.008 -1.437 -0.396  C65 1.093
2 H -1.112 3.183 10.387  C85 1.088
3 Br 10.892 0.432 2.278  C57 1.947
4 C 1.820 5.044 4.695  H21 1.088, C62 1.505, Br83 1.946, H101 1.085
5 C 1.951 0.201 -0.873  C18 1.542, C49 1.549, H90 1.088, C121 1.559
6 O 0.591 2.248 -0.977  C49 1.196
7 Br -13.580 2.567 -2.556  C107 1.944
8 C 1.158 -1.661 0.644  C18 1.558, H42 1.090, C72 1.532, H103 1.095
9 O 3.603 3.355 -2.149  C37 1.420, H139 0.959
10 Br 6.948 -1.839 -0.457  C22 1.946
11 F 0.598 1.790 -4.575  C53 1.347
12 C 8.360 -4.197 0.355  C22 1.504, H44 1.088, Br88 1.952, H132 1.086
13 H -0.683 -3.843 3.861  C142 1.086
14 Br 5.037 3.585 -7.578  C110 1.948
15 C -6.187 -3.093 1.674  Br38 1.946, H68 1.085, C97 1.504, H130 1.088
16 H -2.781 -0.580 3.075  C92 1.086
17 H 5.007 3.165 -0.656  C37 1.101
18 C 1.372 -1.228 -0.836  C5 1.542, C8 1.558, C98 1.559, C108 1.549
19 C 0.739 0.468 1.996  C55 1.386, C72 1.406, H99 1.086
20 H -2.790 0.199 -7.115  C131 1.086
21 H 2.199 5.773 5.409  C4 1.088
22 C 8.579 -2.726 0.123  Br10 1.946, C12 1.504, H47 1.085, H126 1.088
23 C 8.730 0.307 4.154  C57 1.506, H60 1.085, H81 1.088, Br106 1.944
24 H 4.272 -3.059 1.145  C120 1.093
25 C -1.466 3.042 8.278  H46 1.085, H50 1.088, C85 1.505, Br96 1.945
26 H 9.566 2.154 3.449  C57 1.088
27 H -0.976 -3.256 1.445  C76 1.088
28 H 8.568 1.320 2.242  C57 1.085
29 H -3.596 -0.598 -9.453  C105 1.088
30 H -0.821 -4.754 5.379  C142 1.088
31 H -1.879 -3.645 -3.457  O63 0.965
32 H 2.695 1.267 -2.598  C121 1.097
33 H 4.842 -4.119 -0.148  C120 1.090
34 Br -1.164 -0.976 -9.266  C105 1.945
35 H 0.394 2.267 3.091  C55 1.086
36 H -10.213 0.926 -3.358  C114 1.088
37 C 4.037 2.733 -0.949  O9 1.420, H17 1.101, C127 1.527, H134 1.097
38 Br -4.708 -3.498 2.871  C15 1.946
39 C 1.190 -4.184 4.901  H82 1.085, Br104 1.945, H140 1.088, C142 1.506
40 C 3.684 2.421 -5.333  H61 1.087, C110 1.504, H111 1.085, Br133 1.946
41 N -0.425 0.196 -1.311  C49 1.419, H67 1.013, C108 1.486
42 H 0.765 -2.675 0.721  C8 1.090
43 Br 1.537 4.188 2.000  C62 1.944
44 H 9.317 -4.705 0.456  C12 1.088
45 H -1.890 1.633 3.797  C135 1.083
46 H -2.239 3.789 8.127  C25 1.085
47 H 8.921 -2.204 1.010  C22 1.085
48 H -8.264 3.547 -0.174  C56 1.088
49 C 0.672 1.057 -1.052  C5 1.549, O6 1.196, N41 1.419
50 H -0.494 3.480 8.059  C25 1.088
51 Br -2.599 -2.039 -6.046  C131 1.947
52 Br -8.157 0.486 2.124  C119 1.943
53 C -0.598 1.293 -4.207  F11 1.347, C54 1.512, C77 1.334
54 C -0.766 -0.198 -4.024  C53 1.512, H117 1.100, C125 1.557, H138 1.087
55 C -0.024 1.312 2.787  C19 1.386, H35 1.086, C135 1.392
56 C -8.511 2.942 0.696  H48 1.088, H109 1.085, C119 1.505, Br129 1.947
57 C 9.272 1.182 3.056  Br3 1.947, C23 1.506, H26 1.088, H28 1.085
58 Br -4.960 -0.895 0.344  C97 1.945
59 H 2.310 -2.379 -2.487  C98 1.093
60 H 9.501 -0.049 4.831  C23 1.085
61 H 2.744 2.101 -4.889  C40 1.087
62 C 1.837 5.603 3.298  C4 1.505, Br43 1.944, H79 1.088, H136 1.085
63 O -1.088 -3.097 -3.380  H31 0.965, P73 1.638
64 H 4.386 -2.533 -1.688  C65 1.095
65 C 3.706 -2.387 -0.843  H1 1.093, H64 1.095, C98 1.552, C120 1.560
66 H 2.656 3.272 -7.008  C110 1.088
67 H -1.151 0.176 -0.605  N41 1.013
68 H -6.776 -2.310 2.141  C15 1.085
69 H -11.196 2.845 -1.909  C107 1.086
70 H -2.455 -2.379 0.851  C76 1.088
71 H 4.477 0.805 -0.174  C127 1.097
72 C 0.272 -0.769 1.521  C8 1.532, C19 1.406, C118 1.413
73 P -1.040 -2.511 -1.850  O63 1.638, O89 1.635, O91 1.469, C108 1.832
74 Br -0.788 -2.328 5.831  C142 1.945
75 H -11.421 3.008 -3.663  C107 1.088
76 C -1.697 -2.462 1.627  H27 1.088, H70 1.088, H84 1.100, C118 1.523
77 C -1.606 2.130 -3.959  C53 1.334, F94 1.325, F124 1.312
78 H 3.416 1.709 -7.366  C110 1.085
79 H 2.814 6.022 3.064  C62 1.088
80 H 3.119 -4.143 0.355  C120 1.092
81 H 7.968 0.838 4.722  C23 1.088
82 H 1.625 -4.026 5.883  C39 1.085
83 Br 0.005 4.640 5.269  C4 1.946
84 H -2.230 -2.747 2.546  C76 1.100
85 C -1.480 2.458 9.665  H2 1.088, C25 1.505, H137 1.085, Br141 1.946
86 H -11.886 0.452 -3.712  C114 1.085
87 H -4.872 -3.356 -0.033  C97 1.087
88 Br 7.414 -4.557 2.024  C12 1.952
89 O -2.519 -1.856 -1.613  P73 1.635, H95 0.964
90 H 2.429 0.292 0.100  C5 1.088
91 O -0.742 -3.637 -0.956  P73 1.469
92 C -1.789 -0.277 2.750  H16 1.086, C118 1.401, C135 1.390
93 H 1.239 -0.028 -3.334  C125 1.094
94 F -2.862 1.808 -4.233  C77 1.325
95 H -3.118 -2.155 -2.308  O89 0.964
96 Br -1.726 1.675 6.920  C25 1.945
97 C -5.669 -2.705 0.317  C15 1.504, Br58 1.945, H87 1.087, H116 1.089
98 C 2.256 -2.384 -1.395  C18 1.559, H59 1.093, C65 1.552, H102 1.092
99 H 1.738 0.827 1.763  C19 1.086
100 Br -11.274 -0.044 -1.351  C114 1.947
101 H 2.388 4.123 4.784  C4 1.085
102 H 1.810 -3.342 -1.121  C98 1.092
103 H 2.134 -1.696 1.139  C8 1.095
104 Br 2.118 -2.996 3.672  C39 1.945
105 C -3.027 -1.207 -8.754  H29 1.088, Br34 1.945, H123 1.085, C131 1.505
106 Br 7.842 -1.262 3.429  C23 1.944
107 C -11.657 2.405 -2.789  Br7 1.944, H69 1.086, H75 1.088, C114 1.505
108 C 0.132 -1.106 -1.757  C18 1.549, N41 1.486, P73 1.832, C125 1.573
109 H -8.055 3.379 1.579  C56 1.085
110 C 3.518 2.637 -6.813  Br14 1.948, C40 1.504, H66 1.088, H78 1.085
111 H 4.044 3.300 -4.810  C40 1.085
112 H -8.749 0.996 -0.236  C119 1.086
113 H 0.865 -1.652 -3.793  C125 1.091
114 C -11.244 0.975 -3.010  H36 1.088, H86 1.085, Br100 1.947, C107 1.505
115 H 3.401 -0.316 -2.458  C121 1.091
116 H -6.474 -2.694 -0.417  C97 1.089
117 H -0.828 -0.700 -5.002  C54 1.100
118 C -1.023 -1.136 1.951  C72 1.413, C76 1.523, C92 1.401
119 C -8.107 1.510 0.473  Br52 1.943, C56 1.505, H112 1.086, H143 1.089
120 C 3.999 -3.518 0.192  H24 1.093, H33 1.090, C65 1.560, H80 1.092
121 C 3.097 0.551 -1.871  C5 1.559, H32 1.097, H115 1.091, C127 1.529
122 H 5.173 1.110 -1.756  C127 1.095
123 H -3.269 -2.253 -8.906  C105 1.085
124 F -1.509 3.307 -3.386  C77 1.312
125 C 0.457 -0.789 -3.263  C54 1.557, H93 1.094, C108 1.573, H113 1.091
126 H 9.293 -2.573 -0.684  C22 1.088
127 C 4.264 1.238 -1.159  C37 1.527, H71 1.097, C121 1.529, H122 1.095
128 H -4.337 -0.670 -7.143  C131 1.088
129 Br -10.439 3.113 0.912  C56 1.947
130 H -6.779 -4.005 1.621  C15 1.088
131 C -3.270 -0.749 -7.341  H20 1.086, Br51 1.947, C105 1.505, H128 1.088
132 H 7.782 -4.668 -0.433  C12 1.086
133 Br 4.945 0.988 -4.952  C40 1.946
134 H 3.339 2.929 -0.125  C37 1.097
135 C -1.314 0.959 3.174  H45 1.083, C55 1.392, C92 1.390
136 H 1.073 6.356 3.131  C62 1.085
137 H -0.900 1.544 9.741  C85 1.085
138 H -1.705 -0.353 -3.499  C54 1.087
139 H 3.279 4.233 -1.938  O9 0.959
140 H 1.423 -5.190 4.560  C39 1.088
141 Br -3.287 2.028 10.247  C85 1.946
142 C -0.297 -3.947 4.871  H13 1.086, H30 1.088, C39 1.506, Br74 1.945
143 H -7.073 1.453 0.133  C119 1.089

Löwdin population analysis, charges in e, atoms 1 to 5: 0.0615 0.0558 0.6072 -0.6805 -0.1362